CH5N3O | the ωB97M-V functional and the def2-TZVPD basis

The spin multiplicity is 1. The calculation puts the relative energy (zero: lowest compared OMol25 entry of this formula, charge and spin) at 137.43 kcal/mol. As for the HOMO-LUMO gap (spin up / spin down): 9.60 / 8.36 eV. The calculation puts the total energy at -7629.6781 eV. The SMILES is CO/N=N/N. Its net charge is 0.

Last columns: bonded neighbours and bond lengths (Å).
Atoms and positions in Å:
1 C -1.78575 -0.70920 0.17767  O5 1.465, H6 1.206, H7 1.084, H8 1.133
2 N 1.76996 -0.48525 -0.32959  N3 1.654, N4 1.266
3 N 0.39743 -0.19818 0.54773  N2 1.654, O5 1.346
4 N 2.82574 -0.37170 0.35896  N2 1.266, H9 1.030, H10 1.006
5 O -0.50512 -0.35307 -0.43825  C1 1.465, N3 1.346
6 H -2.54219 0.22853 0.11388  C1 1.206
7 H -1.61797 -0.84752 1.23978  C1 1.084
8 H -2.47126 -1.49006 -0.27474  C1 1.133
9 H 2.79816 -0.54943 1.37265  N4 1.030
10 H 3.65092 -0.24176 -0.20106  N4 1.006

So, what does the Mulliken scheme give us? The charges, in e, come out as: number 1, C, carries -0.53; number 2, N, carries -0.14; number 3, N, carries -0.28; number 4, N, carries -0.22; number 5, O, carries -0.07; number 6, H, carries 0.21; number 7, H, carries 0.31; number 8, H, carries 0.23; number 9, H, carries 0.25; number 10, H, carries 0.24